--- 1 ---
Molecular formula: C3H12NO2S
Method: DFT, wB97M-V/def2-TZVPD

CARTESIAN COORDINATES (ANGSTROEM)
C -2.1338 -2.4713 1.2011
N -0.8168 -2.5066 0.5938
C -0.2326 -1.2059 0.2922
C 1.2888 -1.2605 0.3931
S 2.2199 0.1069 -0.3532
H -2.8570 -2.2317 0.4194
H -2.2579 -1.8062 2.0632
H -2.4108 -3.4887 1.5011
H -0.1785 -3.0552 1.1679
H -0.4451 -0.8939 -0.7211
H -0.6164 -0.4379 0.9541
H 1.5620 -2.1778 -0.1229
H 1.6168 -1.3924 1.4219
H 0.3520 2.6592 0.3833
H 1.0176 1.8383 -0.6959
O 0.4063 2.6263 -0.5841
H -1.1943 3.0268 -0.9221
H -2.0396 4.1716 -1.4461
O -2.1428 3.2948 -1.0533

Summary:
2S+1: 1
lowest unoccupied orbital energy: 3.68 eV
gap between HOMO and LUMO: 0.246 Eh
total charge: -1

=====

--- 2 ---
Molecular formula: C3H12NO2S
Method: DFT, wB97M-V/def2-TZVPD

CARTESIAN COORDINATES (ANGSTROEM)
C 1.0208 -1.3267 -1.2430
C -0.2783 -0.5006 -1.1369
C -1.0850 -1.2142 0.0502
S -0.4721 -0.9431 1.7217
N 0.0137 0.9500 -1.0461
H 1.8160 -0.7950 -1.6726
H 0.8759 -2.1996 -1.8608
H 1.3887 -1.7325 -0.2807
H -0.9463 -0.5781 -1.9814
H -2.1682 -1.0110 -0.0171
H -1.1513 -2.3064 -0.1283
H -0.5659 1.3970 -0.3898
H 1.0062 1.0761 -0.9479
H 1.7414 1.5516 1.4865
H 2.1796 0.5038 2.5263
O 2.5045 1.2041 1.9532
H -2.0048 2.7765 0.9630
H -1.5306 1.2714 1.0252
O -2.3443 1.8768 0.9785

Summary:
2S+1: 1
lowest unoccupied orbital energy: 3.77 eV
gap between HOMO and LUMO: 0.244 Eh
total charge: -1

=====

So which one is most stable? That would be 1, about 8.6 kcal/mol below the next structure.

=====

--- 1 ---
Molecular formula: C14H14Br2N2O4
Method: DFT, wB97M-V/def2-TZVPD

CARTESIAN COORDINATES (ANGSTROEM)
O 19.0768 -21.1068 -20.1267
N 19.2413 -20.0973 -19.4790
O 20.3029 -19.5231 -19.3322
C 18.0802 -19.4666 -18.8402
C 18.2065 -18.7063 -17.6931
C 17.0897 -18.0017 -17.2404
C 15.8551 -18.1654 -17.8487
C 15.7344 -18.9333 -18.9949
C 16.8739 -19.5475 -19.5052
H 19.1186 -18.6279 -17.1205
H 17.2109 -17.4353 -16.3261
H 14.9713 -17.7304 -17.3973
H 14.8012 -19.0420 -19.5281
H 16.8090 -20.1594 -20.3956
O 16.2414 -20.2511 -14.0013
N 15.7071 -20.2772 -12.9077
O 15.6142 -19.3063 -12.1786
C 15.2149 -21.5615 -12.4215
C 14.3935 -21.5918 -11.3066
C 13.7993 -22.7783 -10.9092
C 14.0087 -23.9074 -11.6734
C 14.8523 -23.8826 -12.7832
C 15.4648 -22.7019 -13.1835
H 14.2915 -20.6540 -10.7750
H 13.1262 -22.7708 -10.0637
H 13.6560 -24.8937 -11.3956
H 15.0161 -24.8000 -13.3304
H 16.1021 -22.7425 -14.0532
Br 16.8220 -15.4239 -14.5710
C 15.3840 -16.5786 -13.9307
C 14.8692 -16.0546 -12.6143
Br 13.2005 -16.9803 -12.1453
H 15.6747 -17.6237 -13.8976
H 14.6193 -16.5100 -14.7036
H 14.7275 -14.9819 -12.5387
H 15.5676 -16.3066 -11.8170

Summary:
SMILES: O=[N+]([O-])c1ccccc1.O=[N+]([O-])c1ccccc1.BrCCBr
2S+1: 1
lowest unoccupied orbital energy: -0.82 eV
gap between HOMO and LUMO: 0.334 Eh

=====

--- 2 ---
Molecular formula: C14H14Br2N2O4
Method: DFT, wB97M-V/def2-TZVPD

CARTESIAN COORDINATES (ANGSTROEM)
O 0.3660 -4.5054 -4.2449
N 0.9488 -5.6185 -4.3965
O 0.8784 -6.5426 -3.5645
C 1.8247 -5.7430 -5.5463
C 2.5413 -4.5776 -5.9831
C 3.3843 -4.6966 -7.1348
C 3.4322 -5.9193 -7.8030
C 2.8984 -7.0513 -7.3478
C 2.0945 -6.9187 -6.2539
H 2.4049 -3.6202 -5.5022
H 4.0859 -3.8943 -7.3097
H 4.0274 -5.9644 -8.7031
H 3.0191 -8.0268 -7.7953
H 1.6515 -7.8399 -5.9054
O -2.3961 1.5264 8.5606
N -2.0785 2.4402 9.3081
O -2.5143 2.7288 10.3774
C -0.9328 3.2335 8.8155
C -0.7374 3.2245 7.4287
C 0.0232 4.2174 6.8951
C 0.8695 4.9499 7.7378
C 0.9075 4.7939 9.1589
C -0.1317 4.0322 9.7356
H -1.2530 2.5475 6.7637
H 0.1573 4.1044 5.8294
H 1.6556 5.5806 7.3498
H 1.6375 5.3854 9.6914
H -0.2778 3.8757 10.7942
Br -4.6311 3.3566 -5.8583
C -3.5545 4.0418 -4.3786
C -3.4594 2.9188 -3.3741
Br -2.8466 3.8279 -1.7721
H -3.9846 4.9541 -3.9652
H -2.6651 4.5473 -4.7547
H -2.8631 2.0492 -3.6504
H -4.4819 2.5825 -3.2021

Summary:
SMILES: O=[N+]([O-])c1ccccc1.O=[N+]([O-])c1ccccc1.BrCCBr
2S+1: 1
lowest unoccupied orbital energy: -0.73 eV
gap between HOMO and LUMO: 0.336 Eh

=====

So which one is most stable? That would be 1, about 40.4 kcal/mol below the next structure.

=====

--- 1 ---
Molecular formula: C8H12N4
Method: DFT, wB97M-V/def2-TZVPD

CARTESIAN COORDINATES (ANGSTROEM)
C 2.6970 -0.9157 -0.7481
C 3.4346 0.7817 0.3387
C -1.2693 0.8883 1.1494
C -0.2350 1.4184 0.3022
C -1.4871 0.9608 -0.5349
C -1.7919 -0.2763 0.4675
C -0.9278 -1.4631 0.0845
C -3.2158 -0.6720 0.7784
N 3.8525 -1.2306 -0.2476
N 4.3161 -0.1671 0.4296
N 1.3012 1.0472 -0.8794
N 2.3663 0.3649 -0.4027
H 2.0868 -1.5321 -1.3742
H 3.5245 1.7646 0.7582
H 0.0237 2.4519 0.4562
H 1.5487 2.0311 -0.9713
H -2.2879 1.6689 -0.7345
H -1.0918 0.5117 -1.4385
H -0.7970 -2.1164 0.9463
H 0.0554 -1.1327 -0.2437
H -1.3989 -2.0357 -0.7151
H -3.7474 0.1342 1.2770
H -3.2107 -1.5403 1.4350
H -3.7461 -0.9417 -0.1331

Summary:
2S+1: 1
lowest unoccupied orbital energy: -0.09 eV
gap between HOMO and LUMO: 0.300 Eh

=====

--- 2 ---
Molecular formula: C8H12N4
Method: DFT, wB97M-V/def2-TZVPD

CARTESIAN COORDINATES (ANGSTROEM)
C -0.5342 -3.7273 0.2702
C 0.8922 -3.8027 -0.0881
N 2.0049 -3.8380 -0.3741
H -1.1064 -3.6095 -0.6460
H -0.6555 -2.8210 0.8606
H -0.8276 -4.6161 0.8175
C -0.4942 -0.5629 -3.3283
C -1.0121 0.8044 -3.2695
N -1.4278 1.8709 -3.1885
H -0.5347 -0.9226 -4.3533
H -1.1381 -1.1569 -2.6823
H 0.5225 -0.6120 -2.9495
C 2.9964 2.3528 3.0533
C 1.5509 2.2165 2.8392
N 0.4229 2.1103 2.6701
H 3.1478 2.8417 4.0131
H 3.3859 3.0105 2.2774
H 3.4757 1.3821 3.0118
C -1.9084 1.9808 0.2728
C -1.5705 0.5870 0.0186
N -1.2594 -0.4977 -0.2038
H -1.0217 2.5043 0.6220
H -2.6906 2.0610 1.0217
H -2.2179 2.4443 -0.6650

Summary:
SMILES: CC#N.CC#N.CC#N.CC#N
2S+1: 1
lowest unoccupied orbital energy: 0.60 eV
gap between HOMO and LUMO: 0.443 Eh

=====

So which one is most stable? That would be 2, about 142.2 kcal/mol below the next structure.

=====

--- 1 ---
Molecular formula: C4H5N3O2
Method: DFT, wB97M-V/def2-TZVPD

CARTESIAN COORDINATES (ANGSTROEM)
H 3.5418 1.5836 0.0034
N 2.6108 1.8657 0.4711
C 1.5661 1.3183 0.0746
N 1.3001 0.2855 -0.8166
C 0.0844 0.0106 -0.6811
N -0.6429 1.0414 -0.1100
O 0.3902 1.7795 0.6444
O -1.7334 0.4384 0.5439
C -1.4918 -1.0239 0.6362
C -0.7382 -1.2643 -0.6290
H -0.9261 -1.2370 1.5661
H -2.5757 -1.2962 0.6188
H -0.1707 -2.2067 -0.6964
H -1.2145 -1.2949 -1.6254

Summary:
SMILES: [H]/N=c1\nc2n(o1)OCC2
2S+1: 1
lowest unoccupied orbital energy: 0.00 eV
gap between HOMO and LUMO: 0.344 Eh

=====

--- 2 ---
Molecular formula: C4H5N3O2
Method: DFT, wB97M-V/def2-TZVPD

CARTESIAN COORDINATES (ANGSTROEM)
C 1.3039 1.1591 -0.0541
C 0.4664 -0.0717 -0.0415
C -1.0414 -0.1584 0.1911
N -2.0800 0.8321 0.2748
O -1.7211 1.9978 0.4320
O -3.2287 0.5238 0.1260
N -1.3485 -1.4801 0.2064
N -0.4057 -2.2665 0.0915
C 0.8441 -1.4761 -0.1675
H 1.6679 1.1152 -1.1066
H 2.0581 1.2850 0.7051
H 0.6438 1.8924 0.2394
H 1.0644 -1.5979 -1.2984
H 1.7769 -1.7549 0.4018

Summary:
SMILES: CC1=C([N+](=O)[O-])N=NC1
2S+1: 1
lowest unoccupied orbital energy (alpha / beta): -1.19 / -1.19 eV
gap between HOMO and LUMO (alpha / beta): 0.318 / 0.318 Eh

=====

--- 3 ---
Molecular formula: C4H5N3O2
Method: DFT, wB97M-V/def2-TZVPD

CARTESIAN COORDINATES (ANGSTROEM)
C -0.4201 -0.9305 -0.0206
C 0.8914 -1.1430 -0.3437
C 0.0780 1.4064 0.0305
C -0.9546 0.3776 0.1091
H -0.6639 -2.8207 0.6451
H 1.3074 -2.1738 -0.4283
H 2.8336 -0.3397 -0.0573
H 0.5197 3.2757 0.0619
H -2.8081 -0.1717 0.3552
N 1.6650 -0.0575 -0.8297
N 1.2968 1.0856 -0.2594
N -2.1935 0.7055 0.2453
O -1.3494 -1.8455 0.0211
O -0.2023 2.6317 0.4708

Summary:
2S+1: 1
lowest unoccupied orbital energy: -0.64 eV
gap between HOMO and LUMO: 0.280 Eh

=====

So which one is most stable? That would be 1, about 28.8 kcal/mol below the next structure.